1.
The following is a DFT calculation (ωB97M-V/def2-TZVPD) of a structure of composition C12H27MgO9.

CARTESIAN COORDINATES (ANGSTROEM)
Mg (0.099, 0.114, -0.547)
C (-1.820, -0.977, 2.655)
C (-1.024, -1.932, 1.874)
O (-0.325, -1.396, 0.725)
H (-2.387, -1.583, 3.363)
H (-2.382, -0.352, 1.961)
H (-1.297, -0.288, 3.318)
H (-1.778, -2.632, 1.515)
H (-0.312, -2.481, 2.492)
C (3.212, -1.203, -2.507)
C (2.382, 0.050, -2.962)
O (1.485, 0.401, -1.960)
H (3.738, -1.009, -1.572)
H (3.950, -1.481, -3.260)
H (2.594, -2.066, -2.259)
H (1.862, -0.214, -3.882)
H (3.056, 0.781, -3.409)
C (-2.470, 2.639, 1.163)
C (-1.042, 2.894, 0.724)
O (-0.363, 1.950, -0.071)
H (-3.059, 3.001, 0.320)
H (-2.724, 3.416, 1.884)
H (-2.799, 1.696, 1.599)
H (-0.482, 3.081, 1.640)
H (-0.982, 3.877, 0.256)
C (2.412, 2.835, 2.705)
O (3.155, 1.654, 2.679)
C (2.717, 0.583, 2.057)
O (1.838, 0.543, 1.180)
O (3.452, -0.493, 2.421)
C (3.250, -1.837, 1.892)
H (3.008, 3.730, 2.885)
H (1.534, 2.720, 3.341)
H (1.897, 2.963, 1.753)
H (3.415, -1.819, 0.815)
H (2.253, -2.212, 2.122)
H (3.874, -2.564, 2.413)
C (-1.064, -2.065, -4.067)
O (-2.245, -1.945, -3.261)
C (-2.359, -0.958, -2.324)
O (-1.369, -0.317, -1.805)
O (-3.624, -0.997, -1.921)
C (-4.141, -0.098, -0.936)
H (-1.181, -2.897, -4.762)
H (-0.109, -2.260, -3.579)
H (-0.914, -1.213, -4.731)
H (-4.029, 0.972, -1.109)
H (-3.698, -0.279, 0.044)
H (-5.204, -0.331, -0.873)

Cartesian forces (eV/Å) of the 6 atoms listed first:
Mg 1.10 0.74 0.98
C -0.14 1.08 1.22
C 1.89 0.41 -3.29
O -0.91 -0.32 1.19
H -0.85 0.14 -0.11
H -0.49 -0.23 0.23

Results
relative energy (zero: lowest compared OMol25 entry of this formula, charge and spin): 0.0 kJ/mol
total energy: -1350.7286 Ha
charge: -1
LUMO energy: 2.9 eV


2.
The following is a DFT calculation (ωB97M-V/def2-TZVPD) of a structure of composition C12H27N2O6S4.

CARTESIAN COORDINATES (ANGSTROEM)
C (4.513, -2.439, 0.802)
C (3.483, -1.638, 0.020)
N (3.052, -2.260, -1.249)
C (3.998, -2.050, -2.346)
C (3.330, -1.965, -3.725)
C (2.524, -3.512, -1.167)
S (2.761, -4.753, -2.217)
S (1.415, -3.764, 0.231)
C (-0.194, -3.756, -0.624)
C (-0.347, -2.593, -1.597)
C (-0.564, -1.293, -0.812)
S (0.014, 0.118, -1.712)
O (1.446, -0.036, -1.912)
O (-0.754, 0.155, -2.933)
N (-0.331, 1.384, -0.784)
S (0.813, 1.744, 0.269)
O (1.234, 0.612, 1.069)
O (0.378, 2.906, 1.008)
H (4.526, -2.055, 1.821)
H (5.524, -2.333, 0.415)
H (4.276, -3.499, 0.872)
H (3.915, -0.676, -0.235)
H (2.614, -1.407, 0.626)
H (4.478, -1.090, -2.166)
H (4.791, -2.799, -2.335)
H (3.702, -2.780, -4.345)
H (2.259, -2.106, -3.649)
H (3.578, -1.037, -4.226)
H (-0.318, -4.723, -1.102)
H (-0.913, -3.641, 0.184)
H (-1.210, -2.794, -2.226)
H (0.523, -2.468, -2.235)
H (-0.078, -1.318, 0.160)
H (-1.633, -1.157, -0.655)
H (1.897, 2.141, -0.425)
C (-3.347, 3.825, 4.174)
O (-2.844, 4.190, 2.910)
C (-2.739, 3.086, 2.007)
C (-3.857, 3.100, 0.997)
O (-5.131, 2.843, 1.596)
C (-5.907, 4.007, 1.762)
H (-3.520, 4.742, 4.739)
H (-4.291, 3.277, 4.092)
H (-2.621, 3.211, 4.720)
H (-2.732, 2.140, 2.556)
H (-1.787, 3.175, 1.482)
H (-3.676, 2.307, 0.266)
H (-3.872, 4.056, 0.466)
H (-6.237, 4.399, 0.791)
H (-5.355, 4.788, 2.294)
H (-6.787, 3.738, 2.345)

Cartesian forces (eV/Å) of the 6 atoms listed first:
C 0.01 0.05 0.31
C -0.33 0.52 -0.04
N 1.13 -1.60 0.35
C -0.14 0.82 -0.42
C 0.46 -0.79 -0.06
C -0.34 0.57 0.07

Results
total energy: -2627.1410 Ha
charge: -1
LUMO energy: 2.6 eV